Here is a molecular structure, C47H42F3FeGeN5P from the Open Molecules 2025 dataset. Energies are from wB97M-V/def2-TZVPD.

Each line ends with the Mulliken spin population.
Atoms and positions in Å:
1 Fe -0.422 -1.246 -0.404  3.9460
2 F 0.206 0.015 6.483  0.0001
3 C 0.374 -1.228 6.020  0.0014
4 F 1.610 -1.631 6.349  0.0002
5 F -0.500 -2.031 6.634  0.0002
6 C 0.196 -1.285 4.521  -0.0082
7 C -0.007 -2.508 3.897  0.0002
8 C -0.137 -2.534 2.524  0.0464
9 N -0.060 -1.431 1.765  0.0995
10 C 0.157 -0.268 2.384  -0.0010
11 C 0.279 -0.139 3.754  0.0138
12 H -0.069 -3.426 4.465  0.0010
13 H -0.310 -3.474 2.014  -0.0075
14 H 0.294 0.596 1.754  -0.0034
15 H 0.451 0.833 4.192  0.0038
16 N -1.306 -1.318 -4.671  0.0086
17 C -0.454 -2.389 -4.560  0.0092
18 C -0.135 -2.464 -3.245  0.0812
19 N -0.781 -1.453 -2.552  -0.0455
20 C -1.479 -0.784 -3.454  0.0347
21 H -1.745 -0.993 -5.518  0.0004
22 H -0.160 -2.985 -5.406  0.0001
23 H 0.510 -3.173 -2.753  -0.0180
24 H -2.115 0.064 -3.263  -0.0002
25 N -2.490 -3.514 -0.886  0.0067
26 C -2.659 -4.836 -1.028  0.0115
27 C -1.489 -5.444 -0.626  -0.0036
28 C -0.658 -4.390 -0.247  0.0435
29 N -1.271 -3.214 -0.404  0.0534
30 H -3.155 -2.778 -1.073  -0.0001
31 H -3.586 -5.244 -1.397  0.0012
32 H -1.271 -6.497 -0.609  0.0004
33 H 0.365 -4.428 0.096  -0.0151
34 C 2.790 -3.199 -0.260  0.0655
35 Ge 2.355 -1.293 -0.488  0.3585
36 C 3.189 -0.609 -2.128  0.0600
37 C 2.544 -0.247 -3.306  -0.0549
38 C 3.263 0.238 -4.390  0.0049
39 C 4.642 0.363 -4.310  -0.0016
40 C 5.299 0.006 -3.142  0.0069
41 C 4.577 -0.473 -2.059  0.0293
42 C 2.950 -0.293 1.084  0.1152
43 C 3.453 -0.999 2.151  0.0229
44 C 3.835 -0.361 3.350  -0.0078
45 C 3.672 0.988 3.481  0.0296
46 C 3.158 1.764 2.411  0.0012
47 C 2.990 3.164 2.538  0.0001
48 C 2.505 3.910 1.501  -0.0019
49 C 2.166 3.283 0.284  0.0121
50 C 2.313 1.930 0.137  0.0597
51 C 2.811 1.127 1.193  -0.0749
52 H 3.880 -3.261 -0.299  0.0097
53 H 2.397 -3.803 -1.078  0.0044
54 H 2.455 -3.611 0.692  -0.0008
55 H 1.470 -0.346 -3.396  -0.0365
56 H 2.748 0.513 -5.303  -0.0002
57 H 5.204 0.737 -5.155  -0.0003
58 H 6.374 0.105 -3.071  0.0004
59 H 5.109 -0.725 -1.146  -0.0024
60 H 3.573 -2.076 2.090  0.0024
61 H 4.243 -0.947 4.163  0.0016
62 H 3.940 1.488 4.405  0.0000
63 H 3.270 3.637 3.472  -0.0003
64 H 2.396 4.982 1.603  -0.0002
65 H 1.797 3.878 -0.543  0.0012
66 H 2.079 1.471 -0.816  -0.0500
67 C -2.178 3.111 3.815  0.0046
68 C -3.122 2.155 3.475  -0.0021
69 C -3.050 1.502 2.251  0.0057
70 C -2.025 1.804 1.360  0.0027
71 C -1.079 2.774 1.704  0.0184
72 C -1.158 3.422 2.925  -0.0009
73 P -1.797 0.911 -0.214  0.1408
74 C -3.459 0.373 -0.733  0.0208
75 C -4.029 -0.720 -0.072  0.0153
76 C -5.289 -1.182 -0.424  0.0016
77 C -5.987 -0.566 -1.456  0.0034
78 C -5.425 0.512 -2.124  -0.0010
79 C -4.170 0.985 -1.762  0.0051
80 C -1.257 2.202 -1.364  -0.1119
81 C -1.857 3.466 -1.351  -0.0020
82 C -1.431 4.446 -2.231  0.0005
83 C -0.400 4.180 -3.126  0.0007
84 C 0.208 2.934 -3.138  0.0127
85 C -0.221 1.951 -2.257  -0.0713
86 H -2.243 3.622 4.766  0.0002
87 H -3.928 1.920 4.158  -0.0001
88 H -3.812 0.777 2.002  0.0021
89 H -0.275 3.025 1.021  0.0034
90 H -0.423 4.177 3.175  0.0002
91 H -3.493 -1.203 0.741  -0.0033
92 H -5.732 -2.010 0.114  0.0002
93 H -6.972 -0.921 -1.731  0.0001
94 H -5.970 0.998 -2.921  0.0002
95 H -3.751 1.837 -2.284  0.0011
96 H -2.649 3.685 -0.645  0.0003
97 H -1.899 5.421 -2.216  -0.0001
98 H -0.065 4.952 -3.806  -0.0002
99 H 1.028 2.729 -3.815  0.0019
100 H 0.280 0.990 -2.257  0.1360

- Maximum force: 0.4 eV Å⁻¹
- <S²>: 8.76
- Molecular weight: 893.31 g mol⁻¹
- Charge: +2
- HOMO level (alpha / beta): -0.4610 / -0.4704 hartree
- Spin multiplicity: 6
- Total energy: -6071.14877 Ha

=====

Here is a molecular structure, C35H54BrFMnN6O7Si from the Open Molecules 2025 dataset. Energies are from wB97M-V/def2-TZVPD.

Each line ends with the Mulliken spin population.
Atoms and positions in Å:
1 Mn 3.989 1.053 -0.522  1.0036
2 C -0.235 7.054 1.600  0.0001
3 C -0.032 6.721 0.122  -0.0005
4 N 0.471 5.367 -0.068  0.0023
5 C 1.823 5.178 -0.082  0.0049
6 C 2.429 3.975 -0.219  -0.0060
7 C 3.941 3.966 -0.219  0.0104
8 O 4.529 5.028 -0.049  0.0074
9 O 4.482 2.828 -0.398  -0.0032
10 C 1.624 2.796 -0.354  -0.0073
11 O 2.070 1.644 -0.480  -0.0065
12 C 0.194 2.993 -0.327  -0.0025
13 C -0.654 1.890 -0.495  -0.0008
14 C -2.007 2.065 -0.424  0.0019
15 F -2.827 1.010 -0.648  0.0000
16 C -2.589 3.288 -0.129  -0.0023
17 C -1.756 4.399 -0.007  0.0015
18 C -0.376 4.274 -0.138  -0.0021
19 N -3.990 3.455 0.083  -0.0001
20 C -4.700 2.363 0.720  -0.0002
21 C -5.962 2.927 1.357  -0.0001
22 N -6.788 3.543 0.263  0.0000
23 C -6.031 4.624 -0.452  0.0000
24 C -4.751 4.020 -1.013  -0.0002
25 H -0.615 8.069 1.718  0.0000
26 H 0.716 6.976 2.126  0.0001
27 H -0.935 6.356 2.060  0.0000
28 H 0.692 7.406 -0.316  0.0000
29 H -0.961 6.839 -0.435  0.0002
30 H 2.438 6.064 0.017  0.0017
31 H -0.213 0.920 -0.692  -0.0017
32 H -2.233 5.346 0.202  0.0003
33 H -4.071 1.916 1.487  0.0001
34 H -4.984 1.562 0.020  0.0000
35 H -5.709 3.712 2.067  0.0000
36 H -6.550 2.157 1.854  0.0000
37 H -7.668 3.900 0.631  0.0000
38 H -7.005 2.806 -0.413  0.0000
39 H -5.787 5.392 0.280  0.0000
40 H -6.666 5.045 -1.229  0.0000
41 H -4.166 4.800 -1.496  0.0000
42 H -5.010 3.270 -1.781  0.0001
43 N 3.804 0.309 1.802  0.0035
44 C 3.344 -1.076 1.724  -0.0060
45 C 3.454 -1.644 0.288  0.0055
46 O 3.393 -2.858 0.123  -0.0014
47 O 3.553 -0.756 -0.621  0.0041
48 H 4.774 0.356 2.113  0.0008
49 H 3.237 0.851 2.439  0.0005
50 H 2.280 -1.130 1.971  -0.0005
51 H 3.893 -1.748 2.387  -0.0003
52 C 0.364 -5.378 -1.802  0.0001
53 C -0.237 -5.060 -0.427  0.0000
54 C 0.944 -4.930 0.549  0.0000
55 C -1.130 -6.234 0.002  0.0000
56 Si -1.261 -3.432 -0.482  -0.0003
57 Br 0.209 -1.723 -0.594  -0.0004
58 C -2.269 -3.099 1.149  0.0000
59 C -1.451 -3.499 2.386  0.0000
60 C -2.600 -1.609 1.321  0.0000
61 C -3.588 -3.887 1.154  0.0000
62 C -2.336 -3.232 -2.087  0.0000
63 C -3.227 -1.986 -1.994  0.0000
64 C -3.229 -4.460 -2.320  0.0000
65 C -1.447 -3.038 -3.325  0.0000
66 H 1.034 -6.238 -1.709  0.0000
67 H 0.958 -4.543 -2.178  0.0000
68 H -0.400 -5.638 -2.538  0.0000
69 H 1.489 -5.879 0.573  0.0000
70 H 0.625 -4.713 1.567  0.0000
71 H 1.650 -4.157 0.241  0.0003
72 H -0.559 -7.167 -0.032  0.0000
73 H -1.996 -6.351 -0.656  0.0000
74 H -1.493 -6.110 1.024  0.0000
75 H -0.478 -3.005 2.387  0.0000
76 H -1.299 -4.576 2.454  0.0000
77 H -1.985 -3.184 3.290  0.0000
78 H -1.699 -1.023 1.505  0.0000
79 H -3.261 -1.491 2.190  0.0000
80 H -3.100 -1.183 0.455  0.0000
81 H -3.427 -4.956 0.998  0.0000
82 H -4.266 -3.525 0.378  0.0000
83 H -4.091 -3.762 2.119  0.0000
84 H -3.989 -2.082 -1.216  0.0000
85 H -3.746 -1.841 -2.948  0.0000
86 H -2.632 -1.092 -1.797  -0.0001
87 H -3.859 -4.681 -1.455  0.0000
88 H -2.632 -5.346 -2.541  0.0000
89 H -3.887 -4.282 -3.177  0.0000
90 H -0.807 -2.162 -3.222  0.0000
91 H -2.085 -2.887 -4.203  0.0000
92 H -0.813 -3.900 -3.524  0.0000
93 C 9.264 -0.740 1.663  -0.0001
94 N 8.309 -0.372 0.636  0.0002
95 C 8.633 -0.503 -0.680  -0.0004
96 C 7.772 -0.201 -1.665  0.0011
97 C 6.465 0.288 -1.283  -0.0075
98 O 5.576 0.600 -2.098  0.0061
99 N 6.177 0.414 0.032  -0.0044
100 C 7.027 0.083 1.014  -0.0019
101 O 6.760 0.146 2.221  -0.0001
102 H 10.258 -0.379 1.396  0.0000
103 H 9.304 -1.824 1.794  0.0001
104 H 8.945 -0.291 2.598  0.0000
105 H 9.634 -0.865 -0.880  -0.0001
106 H 8.027 -0.316 -2.707  0.0000

- Maximum force: 2.6 eV Å⁻¹
- <S²>: 0.78
- Molecular weight: 852.78 g mol⁻¹
- HOMO level (alpha / beta): -0.2036 / -0.1850 hartree
- Spin multiplicity: 2
- Total energy: -6335.73330 Ha

=====

Here is a molecular structure, C12H13Br4N4O2STc from the Open Molecules 2025 dataset. Energies are from wB97M-V/def2-TZVPD.

Each line ends with the Mulliken spin population.
Atoms and positions in Å:
1 Tc 1.301 0.774 -1.846  0.2338
2 Br 3.688 0.277 4.669  0.0110
3 C 3.082 0.917 3.015  0.0186
4 C 3.032 2.318 2.761  0.1623
5 Br 3.630 3.517 4.064  0.0404
6 C 2.551 2.812 1.550  -0.0609
7 Br 2.412 4.650 1.189  -0.0058
8 C 2.143 1.913 0.574  0.1762
9 O 1.668 2.213 -0.609  0.0672
10 C 2.246 0.506 0.803  0.1314
11 O 1.925 -0.229 -0.206  0.2332
12 C 2.687 0.018 2.045  0.0380
13 Br 2.690 -1.839 2.302  0.0084
14 C -2.872 1.551 -0.662  -0.0011
15 N -2.559 0.143 -0.445  0.0035
16 C -3.706 -0.682 -0.084  -0.0007
17 C -1.370 -0.371 -0.817  0.0198
18 N -0.648 0.235 -1.779  -0.0114
19 N -0.919 -1.485 -0.238  0.0064
20 C -1.243 -1.850 1.134  0.0012
21 C 0.008 -2.399 -0.898  -0.0109
22 H -3.497 1.893 0.163  0.0005
23 H -3.428 1.707 -1.591  0.0006
24 H -1.964 2.147 -0.673  0.0005
25 H -4.525 -0.468 -0.773  0.0002
26 H -4.043 -0.456 0.929  0.0002
27 H -3.465 -1.737 -0.162  0.0001
28 H -1.226 0.783 -2.404  0.0087
29 H -1.753 -1.041 1.647  0.0004
30 H -0.309 -2.058 1.660  0.0000
31 H -1.857 -2.752 1.174  0.0001
32 H 0.941 -2.461 -0.339  0.0000
33 H 0.224 -2.065 -1.906  0.0030
34 H -0.444 -3.392 -0.934  -0.0013
35 S 2.179 -1.800 -5.618  -0.0565
36 C 1.848 -0.961 -4.337  -0.0003
37 N 1.574 -0.329 -3.356  -0.0169

- Maximum force: 2.1 eV Å⁻¹
- <S²>: 0.99
- Molecular weight: 694.95 g mol⁻¹
- Charge: +1
- HOMO level (alpha / beta): -0.4109 / -0.4081 hartree
- Spin multiplicity: 2
- Total energy: -11609.34102 Ha

=====

Here is 2 unconnected molecules or ions with the total composition C2H2O2S2 from the Open Molecules 2025 dataset. Energies are from wB97M-V/def2-TZVPD.

Each line ends with the Mulliken charge.
Atoms and positions in Å:
1 C 0.158 -0.999 0.823  -0.1932
2 C 0.366 0.285 1.473  -0.2866
3 O -0.067 0.960 -1.698  -0.3613
4 O -0.497 -0.629 -3.599  -0.3807
5 S -1.092 -0.779 1.963  -0.0247
6 S -0.202 -0.397 -2.205  0.7306
7 H 1.268 0.368 2.172  0.2210
8 H 0.067 1.191 1.071  0.2948

- Maximum force: 3.0 eV Å⁻¹
- Molecular weight: 122.17 g mol⁻¹
- HOMO level: -0.3465 hartree
- Spin multiplicity: 1
- Total energy: -1024.12330 Ha